This record from OMol25 describes a molecular structure, C23H27CdN5O7S. The level of theory is wB97M-V/def2-TZVPD.

Energy above the lowest of the compared OMol25 structures with the same formula, charge and spin, kJ/mol: 0.0
E_LUMO, eV: -0.4
Orbital gap, eV: 7.51
M, g/mol: 629.976

Element x y z (Å)
Cd: -0.475 -0.615 0.550
O: -3.771 1.442 3.380
C: -2.701 0.918 2.758
O: -2.280 1.324 1.710
C: -2.145 -0.275 3.486
C: -2.640 -0.704 4.703
C: -2.067 -1.835 5.272
C: -1.069 -2.501 4.589
C: -0.649 -2.003 3.358
N: -1.151 -0.884 2.849
C: 0.401 -2.687 2.511
O: 0.887 -3.858 2.963
O: 1.007 -2.060 1.660
H: -4.071 2.181 2.828
H: -3.443 -0.169 5.184
H: -2.406 -2.194 6.234
H: -0.606 -3.382 5.008
H: 0.143 -4.442 3.164
C: 4.034 1.608 -3.628
C: 2.573 2.015 -3.718
N: 1.672 0.908 -3.396
C: 1.227 0.101 -4.529
C: -0.110 0.568 -5.080
C: 1.336 0.637 -2.123
S: 0.294 -0.717 -1.868
N: 1.934 1.434 -1.227
C: 1.569 1.676 0.024
O: 0.508 1.371 0.621
C: 2.557 2.496 0.809
C: 3.643 3.109 0.191
C: 4.540 3.860 0.935
C: 4.360 3.999 2.305
C: 3.280 3.387 2.926
C: 2.379 2.643 2.180
H: 4.679 2.425 -3.954
H: 4.241 0.743 -4.261
H: 4.287 1.348 -2.601
H: 2.322 2.333 -4.732
H: 2.362 2.846 -3.049
H: 1.179 -0.943 -4.226
H: 2.005 0.184 -5.291
H: -0.878 0.501 -4.310
H: -0.411 -0.054 -5.924
H: -0.052 1.602 -5.424
H: 3.772 2.985 -0.874
H: 5.380 4.337 0.447
H: 5.060 4.584 2.887
H: 3.140 3.491 3.994
H: 1.528 2.165 2.646
C: -3.914 -1.946 -2.136
C: -3.104 -1.739 -0.897
N: -2.809 -0.593 -0.417
O: -3.280 0.478 -1.170
C: -2.620 -2.918 -0.130
C: -3.245 -4.263 -0.314
N: -1.663 -2.691 0.700
O: -1.230 -3.620 1.502
H: -3.827 -1.088 -2.796
H: -4.969 -2.077 -1.885
H: -3.582 -2.843 -2.656
H: -2.942 1.237 -0.676
H: -4.334 -4.205 -0.347
H: -2.943 -4.905 0.510
H: -2.912 -4.726 -1.246

=====

This record from OMol25 describes C23H27FN4O4 in the gas phase. The level of theory is wB97M-V/def2-TZVPD.

Energy above the lowest of the compared OMol25 structures with the same formula, charge and spin, kJ/mol: 20.8
E_LUMO, eV: -0.7
Orbital gap, eV: 7.11
M, g/mol: 442.491
Structure (SMILES): Cc1[nH]c(/C=C2/C(=O)Nc3ccc(F)cc32)c(C)c1C(=O)NC[C@H](O)CN1CCOCC1

Element x y z (Å)
C: -0.206 -2.036 -0.440
C: 0.324 -0.709 -0.049
N: 1.615 -0.368 -0.229
C: 1.836 0.924 0.187
C: 3.073 1.601 0.072
C: 4.327 1.118 -0.131
C: 5.403 2.068 -0.514
O: 5.342 3.272 -0.627
N: 6.515 1.301 -0.782
C: 6.284 -0.031 -0.515
C: 7.167 -1.089 -0.581
C: 6.718 -2.345 -0.197
C: 5.423 -2.487 0.269
F: 5.012 -3.710 0.679
C: 4.520 -1.439 0.341
C: 4.942 -0.192 -0.097
C: 0.616 1.423 0.652
C: 0.417 2.766 1.268
C: -0.336 0.388 0.503
C: -1.766 0.379 0.864
O: -2.347 -0.627 1.238
N: -2.391 1.574 0.736
C: -3.798 1.758 0.986
C: -4.603 2.004 -0.308
O: -5.892 2.454 0.010
C: -4.672 0.726 -1.169
N: -5.642 -0.188 -0.578
C: -5.097 -1.485 -0.206
C: -6.157 -2.248 0.586
O: -7.338 -2.422 -0.166
C: -7.856 -1.177 -0.568
C: -6.835 -0.383 -1.386
H: -0.343 -2.093 -1.521
H: -1.165 -2.194 0.045
H: 0.481 -2.826 -0.142
H: 2.304 -0.935 -0.697
H: 3.011 2.684 0.097
H: 7.404 1.686 -1.058
H: 8.184 -0.946 -0.911
H: 7.368 -3.204 -0.232
H: 3.550 -1.613 0.778
H: 1.335 3.100 1.745
H: 0.149 3.507 0.512
H: -0.369 2.732 2.018
H: -1.891 2.346 0.328
H: -3.945 2.615 1.651
H: -4.164 0.855 1.478
H: -4.128 2.813 -0.877
H: -6.373 1.674 0.325
H: -3.681 0.268 -1.215
H: -4.968 0.996 -2.189
H: -4.210 -1.344 0.413
H: -4.824 -2.074 -1.099
H: -5.804 -3.249 0.837
H: -6.384 -1.698 1.511
H: -8.744 -1.391 -1.165
H: -8.145 -0.590 0.318
H: -7.257 0.588 -1.653
H: -6.608 -0.940 -2.312

=====

This record from OMol25 describes C23H27N3O4S in the gas phase. The level of theory is wB97M-V/def2-TZVPD.

Energy above the lowest of the compared OMol25 structures with the same formula, charge and spin, kJ/mol: 249.8
E_LUMO, eV: 0.2
Orbital gap, eV: 8.88
M, g/mol: 441.553
Structure (SMILES): Cc1cccc(NS(=O)(=O)c2ccc(C(=O)NC[C@@H](c3ccco3)N(C)C)cc2)c1C

Element x y z (Å)
C: 1.794 -2.324 -1.651
C: 1.429 -3.316 -0.589
C: 0.976 -4.577 -0.951
C: 0.590 -5.498 0.006
C: 0.647 -5.160 1.343
C: 1.098 -3.901 1.723
N: 1.048 -3.611 3.103
S: -0.493 -3.365 3.729
O: -1.231 -4.585 3.657
O: -0.306 -2.731 5.000
C: -1.132 -2.189 2.538
C: -0.894 -0.844 2.741
C: -1.109 0.048 1.705
C: -1.528 -0.424 0.462
C: -1.565 0.474 -0.732
O: -1.151 0.108 -1.815
N: -2.082 1.703 -0.508
C: -1.925 2.786 -1.446
C: -0.875 3.801 -0.918
C: 0.398 3.077 -0.589
C: 1.138 2.140 -1.251
C: 2.220 1.813 -0.398
C: 2.057 2.569 0.719
O: 0.956 3.331 0.616
N: -0.628 4.948 -1.777
C: -1.720 5.895 -1.810
C: -0.151 4.637 -3.107
C: -1.787 -1.780 0.284
C: -1.600 -2.667 1.328
C: 1.500 -2.966 0.763
C: 1.999 -1.599 1.135
H: 1.800 -2.799 -2.628
H: 2.777 -1.894 -1.468
H: 1.067 -1.512 -1.672
H: 0.920 -4.837 -1.998
H: 0.242 -6.476 -0.289
H: 0.329 -5.842 2.114
H: 1.667 -2.880 3.418
H: -0.528 -0.521 3.703
H: -0.886 1.095 1.847
H: -2.388 1.941 0.422
H: -1.589 2.342 -2.384
H: -2.885 3.286 -1.599
H: -1.245 4.212 0.032
H: 0.934 1.707 -2.209
H: 3.007 1.116 -0.599
H: 2.629 2.651 1.622
H: -2.595 5.536 -2.370
H: -1.365 6.809 -2.285
H: -2.027 6.136 -0.793
H: 0.674 3.935 -3.040
H: -0.930 4.219 -3.760
H: 0.215 5.558 -3.560
H: -2.102 -2.128 -0.688
H: -1.787 -3.722 1.217
H: 1.490 -0.840 0.542
H: 3.068 -1.522 0.930
H: 1.837 -1.366 2.184

=====

This record from OMol25 describes C23H27N3O5S in the gas phase. The level of theory is wB97M-V/def2-TZVPD.

Energy above the lowest of the compared OMol25 structures with the same formula, charge and spin, kJ/mol: 222.7
E_LUMO, eV: 0.3
Orbital gap, eV: 7.97
M, g/mol: 457.552
Structure (SMILES): CCOCCCn1c(SCC(=O)Nc2cc(OC)ccc2OC)nc2ccccc2c1=O

Element x y z (Å)
C: -6.416 -0.175 -1.914
C: -6.249 -1.692 -1.934
O: -6.269 -2.272 -0.640
C: -5.047 -2.680 -0.088
C: -4.155 -1.546 0.450
C: -3.090 -1.097 -0.552
N: -2.239 -0.069 0.020
C: -1.142 -0.377 0.759
S: -0.753 -2.081 0.956
C: 0.674 -1.998 2.085
C: 2.006 -1.901 1.342
O: 2.805 -2.812 1.365
N: 2.152 -0.721 0.705
C: 3.201 -0.298 -0.117
C: 4.412 -0.970 -0.186
C: 5.427 -0.502 -1.013
O: 6.644 -1.096 -1.150
C: 6.894 -2.278 -0.425
C: 5.216 0.653 -1.760
C: 4.008 1.323 -1.696
C: 2.985 0.859 -0.885
O: 1.740 1.439 -0.770
C: 1.476 2.585 -1.539
N: -0.361 0.481 1.320
C: -0.638 1.813 1.186
C: 0.207 2.754 1.785
C: -0.059 4.095 1.641
C: -1.163 4.531 0.906
C: -2.003 3.616 0.313
C: -1.748 2.249 0.445
C: -2.620 1.267 -0.183
O: -3.604 1.526 -0.845
H: -5.566 0.330 -1.463
H: -6.531 0.188 -2.932
H: -7.308 0.081 -1.348
H: -7.102 -2.133 -2.465
H: -5.333 -1.979 -2.466
H: -5.338 -3.326 0.745
H: -4.478 -3.284 -0.810
H: -3.652 -1.895 1.354
H: -4.790 -0.700 0.715
H: -3.554 -0.659 -1.438
H: -2.464 -1.943 -0.848
H: 0.515 -1.139 2.735
H: 0.650 -2.929 2.650
H: 1.386 -0.051 0.788
H: 4.531 -1.859 0.409
H: 6.187 -3.069 -0.691
H: 6.852 -2.103 0.654
H: 7.902 -2.583 -0.703
H: 6.009 1.014 -2.395
H: 3.876 2.211 -2.293
H: 1.578 2.381 -2.609
H: 2.134 3.415 -1.261
H: 0.445 2.860 -1.321
H: 1.058 2.404 2.347
H: 0.593 4.823 2.101
H: -1.356 5.588 0.805
H: -2.864 3.924 -0.261